No. 1
{
  "formula": "C2H4O2S2",
  "method": "wB97M-V/def2-TZVPD",
  "gap_ev": 9.34,
  "largest_force_ev_per_a": 4.88,
  "de_lowest_kcal_mol": 73.3,
  "homo_energy_ev": -9.25,
  "lumo_ev": 0.096,
  "species": ["H", "O", "H", "S", "C", "O", "H", "S", "H", "C"],
  "xyz": [[1.95914, 0.82733, -1.21426], [-0.15486, -1.25221, -1.23280], [1.36818, -0.14796, 1.07651], [1.31333, 1.65286, -0.33650], [-0.53536, -0.38135, 0.09735], [-1.57974, -0.98366, 0.66441], [0.35198, 1.09273, 1.54485], [-2.18690, 0.38846, -0.10084], [-1.06038, -1.60039, -1.28636], [0.52460, 0.40419, 0.78764]],
  "lowdin_charge": [-0.12, -0.08, 0.06, 0.71, -0.73, -0.38, 0.04, 0.92, 0.05, -0.47]
}

No. 2
{
  "formula": "C2H4O2S2",
  "method": "wB97M-V/def2-TZVPD",
  "gap_ev": 8.08,
  "largest_force_ev_per_a": 3.64,
  "de_lowest_kcal_mol": 42.9,
  "homo_energy_ev": -9.10,
  "lumo_ev": -1.021,
  "species": ["C", "H", "O", "O", "S", "S", "C", "H", "H", "H"],
  "xyz": [[0.24958, 1.51070, 0.42468], [0.43198, 2.34474, 1.14583], [-4.79714, 0.16850, 1.00088], [-4.50806, -0.98323, -1.04000], [-4.08109, 0.08731, -0.20939], [-1.32720, 1.35426, 0.09948], [1.29305, 0.74861, -0.34059], [0.89050, -0.31539, -0.70802], [1.54884, 1.31858, -1.20908], [2.13824, 0.45582, 0.36813]],
  "lowdin_charge": [-0.69, 0.05, -0.41, -0.41, 0.74, 0.65, -0.19, 0.12, 0.06, 0.09]
}

No. 3
{
  "formula": "C2H4O2S2",
  "method": "wB97M-V/def2-TZVPD",
  "gap_ev": 9.48,
  "largest_force_ev_per_a": 2.16,
  "de_lowest_kcal_mol": 5.8,
  "homo_energy_ev": -9.45,
  "lumo_ev": 0.028,
  "species": ["H", "C", "O", "H", "S", "O", "H", "C", "S", "H"],
  "xyz": [[-0.43592, -1.15960, 0.69512], [1.21504, -0.48435, -0.77611], [2.07843, -1.27845, -0.66799], [-2.23879, 0.61739, 3.05098], [-2.37122, 1.10135, 1.74327], [1.19918, 0.44816, -1.72958], [1.99529, 0.46358, -2.21706], [-0.14403, -0.45032, -0.06979], [-0.43592, 1.13258, 0.85454], [-0.86204, -0.39034, -0.88338]],
  "lowdin_charge": [0.07, -0.61, 0.14, -0.17, 0.27, 0.11, 0.11, -0.41, 0.42, 0.08]
}

No. 4
{
  "formula": "C2H4O2S3",
  "method": "wB97M-V/def2-TZVPD",
  "gap_ev": 8.24,
  "largest_force_ev_per_a": 4.22,
  "de_lowest_kcal_mol": 20.6,
  "homo_energy_ev": -9.05,
  "lumo_ev": -0.805,
  "species": ["H", "O", "S", "H", "O", "H", "H", "C", "S", "C", "S"],
  "xyz": [[-2.14708, 1.15552, -1.65158], [1.72788, -1.27140, -0.24010], [-1.22107, -0.14213, 1.97100], [0.94206, 0.13771, -1.45321], [1.58271, 0.89294, 0.23273], [2.38873, -1.54134, 0.51668], [-0.51902, 0.89513, 2.18181], [1.38025, -0.02568, -0.44575], [-1.25497, -1.45710, -0.76391], [-1.24827, -0.14563, 0.19213], [-1.63123, 1.50197, -0.53980]],
  "lowdin_charge": [-0.18, 0.02, 0.73, 0.13, 0.07, 0.20, -0.17, -0.60, 0.66, -1.55, 0.69]
}

No. 5
{
  "formula": "C2H4O2Tl",
  "method": "wB97M-V/def2-TZVPD",
  "gap_ev": 9.73,
  "largest_force_ev_per_a": 3.79,
  "de_lowest_kcal_mol": 0.0,
  "homo_energy_ev": -13.79,
  "lumo_ev": -4.053,
  "total_charge": 1,
  "species": ["O", "O", "H", "H", "Tl", "C", "H", "C", "H"],
  "xyz": [[-0.26687, 1.16802, 0.14038], [0.22700, -1.40869, -0.03482], [-2.04174, -0.07848, 0.86894], [-1.78329, -1.60227, -0.68429], [1.78444, 0.19627, -0.13432], [-1.08842, -0.98336, -0.11092], [0.28269, -2.36578, -0.09994], [-1.33620, 0.36324, -0.06361], [-0.54434, 2.07843, 0.28085]],
  "lowdin_charge": [-0.22, -0.21, 0.22, 0.16, 1.13, -0.16, 0.13, -0.19, 0.14]
}

No. 6
{
  "formula": "C2H4O3P",
  "method": "wB97M-V/def2-TZVPD",
  "gap_ev": 8.02,
  "largest_force_ev_per_a": 4.20,
  "de_lowest_kcal_mol": 50.5,
  "homo_energy_ev": -3.61,
  "lumo_ev": 4.409,
  "total_charge": -1,
  "species": ["O", "C", "O", "H", "H", "H", "O", "H", "P", "C"],
  "xyz": [[1.15114, 0.00833, 0.22558], [0.45219, -1.30573, -0.53670], [-0.50805, 1.05213, 1.88185], [-0.17595, 1.71166, -0.43078], [-1.42117, -0.12571, -0.17893], [-1.44138, -1.76017, -1.05652], [1.31386, -1.96289, -1.08601], [1.18251, 2.33351, 0.95262], [0.31198, 1.19252, 0.70418], [-0.86513, -1.14367, -0.47530]],
  "lowdin_charge": [-0.33, -0.56, -0.42, -0.02, 0.06, -0.01, -0.02, -0.01, 0.38, -0.07]
}

No. 7
{
  "formula": "C2H4O3Sc",
  "method": "wB97M-V/def2-TZVPD",
  "gap_ev": [5.91, 5.91],
  "largest_force_ev_per_a": 4.62,
  "de_lowest_kcal_mol": 80.9,
  "homo_energy_ev": [-11.77, -11.77],
  "lumo_ev": [-5.854, -5.855],
  "total_charge": 1,
  "species": ["O", "O", "H", "C", "H", "H", "Sc", "H", "C", "O"],
  "xyz": [[2.09048, 0.07206, 0.25718], [-0.24307, 1.15158, -1.10688], [-2.50244, -0.19212, -0.24354], [-0.86579, 1.11410, 0.00899], [2.90831, -0.35730, 0.52286], [-1.57152, -0.43490, 1.24879], [0.89094, -0.58982, -1.29812], [1.51071, 0.82734, 0.95629], [-1.46414, -0.29434, 0.14834], [-0.75347, -1.29660, -0.49390]],
  "lowdin_charge": [-0.15, -0.19, 0.14, -0.11, 0.09, 0.13, 1.44, 0.28, -0.35, -0.27]
}

No. 8
{
  "formula": "C2H4O4",
  "method": "wB97M-V/def2-TZVPD",
  "gap_ev": 11.60,
  "largest_force_ev_per_a": 1.73,
  "de_lowest_kcal_mol": 15.4,
  "homo_energy_ev": -10.91,
  "lumo_ev": 0.689,
  "species": ["O", "O", "C", "H", "C", "H", "H", "O", "O", "H"],
  "xyz": [[1.20641, 1.16904, -1.57853], [2.30798, 1.01246, 0.32836], [1.42536, 1.57326, -0.47545], [-2.39162, -1.70463, -0.90450], [-1.56958, -1.20148, 0.78874], [0.93524, 2.44015, 0.01029], [2.69839, 0.37005, -0.32502], [-1.55215, -1.32763, -0.52347], [-2.43157, -1.59779, 1.54032], [-0.62844, -0.73344, 1.13927]],
  "lowdin_charge": [0.07, 0.07, -0.44, 0.15, -0.41, 0.15, 0.14, 0.07, 0.05, 0.14]
}

No. 9
{
  "formula": "C2H4ORu",
  "method": "wB97M-V/def2-TZVPD",
  "gap_ev": [10.68, 8.78],
  "largest_force_ev_per_a": 0.74,
  "multiplicity": 6,
  "de_lowest_kcal_mol": 0.0,
  "homo_energy_ev": [-15.71, -16.65],
  "lumo_ev": [-5.031, -7.869],
  "total_charge": 1,
  "species": ["C", "H", "Ru", "C", "O", "H", "H", "H"],
  "xyz": [[0.19207, -0.64748, -0.82138], [-0.70122, -1.05088, -1.30832], [-0.75781, -0.18658, 1.41499], [0.35960, 0.67681, -0.66581], [-0.93995, 0.09710, 3.14073], [0.96765, -1.35840, -0.52115], [-0.39581, 1.38710, -1.01197], [1.27546, 1.08232, -0.22709]],
  "mulliken_spin": [-0.02, 0.02, 3.72, -0.03, 1.28, 0.01, 0.01, 0.01]
}

No. 10
{
  "formula": "C2H4OS",
  "method": "wB97M-V/def2-TZVPD",
  "gap_ev": 10.00,
  "largest_force_ev_per_a": 9.51,
  "de_lowest_kcal_mol": 84.0,
  "homo_energy_ev": -9.48,
  "lumo_ev": 0.519,
  "species": ["S", "H", "O", "C", "C", "H", "H", "H"],
  "xyz": [[-0.81755, -0.03830, 0.68231], [-0.61397, 0.21659, -1.69538], [-2.42849, -0.91345, -1.24679], [-1.44436, -0.44040, -0.95345], [0.91237, 0.19042, 0.81187], [1.24673, 1.17957, 1.70106], [1.73471, -0.71324, 1.16785], [1.41056, 0.51881, -0.46746]],
  "lowdin_charge": [0.77, 0.12, 0.06, -0.68, -0.59, 0.13, 0.08, 0.12]
}

What is the formula in the fourth record? C2H4O2S3